# 1
Here is a molecular structure, C30H35N2O9P2TeV from the Open Molecules 2025 dataset. Energies are from ωB97M-V/def2-TZVPD.

```
80
Properties=species:S:1:pos:R:3:lowdin_charge:R:1
V -0.4124 0.7661 -1.1775 0.77
C 1.4276 5.1467 -2.5665 -0.05
C 1.3239 3.8565 -1.7648 -0.60
O 2.2305 3.8161 -0.6651 -0.04
P 1.6422 2.3780 -2.7905 0.43
O 0.9332 2.3766 -4.1082 -0.26
O 3.2278 2.4310 -2.9757 -0.09
O 1.3509 1.1583 -1.8950 -0.41
P -0.3427 3.6953 -1.0041 0.41
O -1.2247 3.0777 -2.2422 -0.17
O -0.8624 4.9409 -0.4457 -0.23
O -0.3343 2.4096 -0.1413 -0.37
H 2.4375 5.2543 -2.9682 0.09
H 1.2005 5.9905 -1.9173 0.09
H 0.7381 5.1505 -3.4119 0.09
H 3.0937 4.1187 -0.9745 0.10
H 0.2059 1.0724 -4.4720 0.07
H 3.4897 2.3590 -3.9017 0.10
H -1.1679 3.5420 -3.0878 0.10
O -2.1200 0.4050 -0.1976 -0.24
N -2.7308 1.2609 0.6322 -0.14
C -3.1805 2.4326 0.1599 0.00
C -3.7959 3.3270 1.0057 0.00
C -3.9659 2.9955 2.3405 -0.02
C -3.5206 1.7614 2.7889 0.00
C -2.8999 0.9001 1.9114 0.03
H -3.0118 2.6095 -0.8903 0.13
H -4.1219 4.2769 0.6092 0.13
H -4.4423 3.6884 3.0202 0.12
H -3.6411 1.4518 3.8168 0.12
H -2.5292 -0.0766 2.1781 0.12
C -1.9662 -1.2799 5.8934 -0.03
C -1.3761 -1.2755 4.5103 -0.26
C -1.7468 -2.2274 3.5668 -0.01
C -1.1833 -2.2565 2.2952 -0.33
C -1.6254 -3.3185 1.3214 -0.08
C -0.2291 -1.2843 1.9681 -0.40
Te 0.6368 -1.4227 0.0438 1.66
N -0.9560 -0.0294 -2.6141 -0.01
C -0.6419 -0.5459 -3.7740 -0.38
O -0.0869 0.1197 -4.7287 0.15
C -0.9378 -1.9661 -4.0318 -0.15
C -0.4241 -2.5871 -5.1689 0.00
C -0.6838 -3.9286 -5.3915 -0.05
C -1.4567 -4.6453 -4.4874 -0.06
C -1.9763 -4.0244 -3.3579 -0.06
C -1.7190 -2.6854 -3.1274 -0.03
C 2.6640 -1.1549 0.5818 -0.43
C 3.3531 -0.0061 0.2180 -0.13
C 4.6888 0.1279 0.5650 -0.06
C 5.3201 -0.8820 1.2733 -0.06
C 4.6209 -2.0260 1.6258 -0.04
C 3.2819 -2.1958 1.2842 -0.31
C 2.5668 -3.4633 1.6709 -0.07
C 0.1387 -0.2846 2.8768 -0.28
C 1.1040 0.8267 2.5656 -0.03
C -0.4429 -0.3149 4.1425 -0.01
H -2.7506 -2.0286 5.9890 0.08
H -2.3882 -0.3058 6.1459 0.08
H -1.1970 -1.4987 6.6354 0.09
H -2.4871 -2.9752 3.8282 0.12
H -2.3985 -3.9440 1.7638 0.09
H -0.7915 -3.9630 1.0340 0.07
H -2.0355 -2.8760 0.4101 0.06
H 0.1755 -2.0164 -5.8640 0.12
H -0.2856 -4.4164 -6.2709 0.11
H -1.6611 -5.6929 -4.6663 0.11
H -2.5890 -4.5854 -2.6645 0.11
H -2.1316 -2.1797 -2.2638 0.10
H 2.8555 0.7856 -0.3199 0.07
H 5.2277 1.0231 0.2842 0.11
H 6.3613 -0.7832 1.5506 0.11
H 5.1226 -2.8134 2.1747 0.12
H 3.2455 -4.1443 2.1805 0.08
H 2.1767 -3.9789 0.7900 0.07
H 1.7293 -3.2617 2.3423 0.07
H 0.9848 1.2048 1.5502 0.05
H 2.1382 0.4980 2.6789 0.09
H 0.9381 1.6601 3.2468 0.09
H -0.1597 0.4498 4.8584 0.13
```

Properties
**Charge**: +1
**⟨S²⟩**: 0.8060
**HOMO (spin up / spin down)**: -11.5 / -11.4 eV
**Multiplicity**: 2

---

# 2
Here is C3H7NO4S in the gas phase in a non-equilibrium geometry from the Open Molecules 2025 dataset. Energies are from ωB97M-V/def2-TZVPD.

```
16
Properties=species:S:1:pos:R:3:lowdin_charge:R:1
C 1.0276 1.9243 -0.7506 -0.06
O 1.1304 0.6595 -0.0995 -0.33
S 0.3613 -0.7490 -0.2567 0.86
C 0.6251 -1.3263 1.4332 -0.10
O 1.1226 -1.5850 -1.1365 -0.31
C -1.2834 -0.8540 -0.7514 -0.17
N -1.9899 0.0116 -0.0028 -0.50
O -3.1725 0.2467 -0.1704 0.06
O -1.3015 0.5249 0.9139 -0.07
H 0.8975 1.7947 -1.8276 0.10
H 0.1917 2.4859 -0.3310 0.09
H 1.9723 2.4333 -0.5542 0.10
H 1.4957 -1.9709 1.4155 0.07
H 0.7699 -0.4578 2.0601 0.07
H -0.2587 -1.8689 1.7444 0.08
H -1.5881 -1.2691 -1.6865 0.10
```

Properties
**HOMO**: -9.5 eV
**Relative energy (zero: lowest compared OMol25 entry of this formula, charge and spin)**: 570.53 kJ/mol
**SMILES string**: CO[S@](C)(=O)=C[N+](=O)[O-]
**Multiplicity**: 1

---

# 3
Here is a molecular structure, C41H43N6O6PPdS in a non-equilibrium geometry from the Open Molecules 2025 dataset. Energies are from ωB97M-V/def2-TZVPD.

```
99
Properties=species:S:1:pos:R:3:lowdin_charge:R:1
Pd 0.2989 1.2501 0.7973 0.75
O 4.4151 1.1966 -0.6675 0.03
C 3.3263 0.7999 -0.2836 -0.70
O 2.6388 1.2526 0.6995 -0.17
C 2.6367 -0.3912 -0.9980 -0.19
P 1.2762 -0.7897 0.1454 1.08
C 0.3229 -2.1251 -0.6229 -0.27
C -0.5686 -1.7105 -1.5443 -0.09
C -1.5377 -2.5219 -2.2616 -0.06
C -1.7838 -3.8263 -2.0932 -0.01
C -1.0903 -4.7319 -1.1276 -0.15
C 0.4017 -3.5299 -0.1180 -0.18
C 2.1391 -1.4384 1.6182 -0.33
C 1.9052 -0.8185 2.8466 -0.11
C 2.5263 -1.2739 3.9952 -0.06
C 3.4053 -2.3456 3.9265 -0.07
C 3.6770 -2.9393 2.7052 -0.06
C 3.0445 -2.4927 1.5548 -0.09
H 3.3206 -1.2277 -1.1378 0.10
H 2.2623 -0.0850 -1.9768 0.09
H -0.5933 -0.6474 -1.7641 0.10
H -2.1366 -1.9846 -2.9869 0.10
H -2.5526 -4.2823 -2.7063 0.11
H -1.4796 -5.7470 -1.1714 0.15
H 1.1605 -3.6433 0.6489 0.11
H 1.2514 0.0421 2.8863 0.08
H 2.3356 -0.7874 4.9429 0.11
H 3.8866 -2.7124 4.8236 0.11
H 4.3915 -3.7495 2.6430 0.11
H 3.2758 -2.9613 0.6052 0.11
N -1.0862 2.6008 1.9610 0.12
C -1.9801 3.2000 1.5343 -0.24
N -2.9939 3.8714 1.0563 -0.08
C -3.8251 4.7359 1.8910 -0.14
C -5.2528 4.1954 1.9583 -0.16
C -5.7730 3.7776 0.5620 -0.18
C -4.8150 4.2043 -0.5513 -0.18
C -3.4358 3.5998 -0.3252 -0.13
H -3.8169 5.7432 1.4691 0.12
H -3.3885 4.7914 2.8861 0.13
H -5.8856 4.9681 2.3974 0.11
H -5.2745 3.3362 2.6294 0.11
H -6.7571 4.2099 0.3828 0.11
H -5.8868 2.6928 0.5206 0.11
H -4.7513 5.2931 -0.6008 0.11
H -5.1811 3.8591 -1.5182 0.12
H -2.7101 4.0152 -1.0303 0.12
H -3.4739 2.5172 -0.4718 0.13
C 2.0233 -6.5089 -1.8545 -0.04
C 1.1456 -5.8866 -0.8080 -0.23
C 0.9647 -6.4777 0.3822 -0.03
C 0.0760 -6.0587 1.4611 -0.05
C -0.8143 -5.0643 1.4169 -0.22
C -0.9939 -4.1043 0.2921 -0.16
C 0.4625 -4.6146 -1.2235 -0.15
S -1.7997 -4.8296 2.9000 0.63
O -0.9412 -5.0718 4.0263 -0.29
O -3.0057 -5.5910 2.7461 -0.28
N -2.2267 -3.2515 2.9394 -0.13
C -1.1567 -2.2660 3.0926 -0.21
C -1.6802 -0.8657 2.7728 -0.09
C -2.1056 -0.7613 1.2970 -0.63
O -2.9711 -1.5419 0.8904 0.01
O -1.5695 0.1340 0.5532 -0.16
H 2.3651 -7.4960 -1.5477 0.08
H 2.8956 -5.8797 -2.0513 0.09
H 1.4705 -6.6047 -2.7925 0.09
H 1.5162 -7.3909 0.5782 0.11
H 0.1326 -6.6304 2.3805 0.11
H -1.7704 -3.3708 0.4913 0.12
H 0.8323 -4.2692 -2.1892 0.15
H -2.8864 -2.9907 2.2034 0.09
H -0.3037 -2.4898 2.4350 0.10
H -0.7908 -2.3187 4.1183 0.12
H -0.9229 -0.1171 2.9920 0.07
H -2.5616 -0.6647 3.3854 0.13
C 2.7138 4.9825 0.7716 -0.03
C 1.8972 3.8989 1.0333 -0.15
N 1.0428 3.4162 0.1272 -0.02
C 0.9637 4.0164 -1.0539 -0.09
C 1.7168 5.1340 -1.4014 -0.22
C 2.6150 5.6138 -0.4569 -0.01
C 1.4715 5.8600 -2.6652 -0.04
C 1.5634 5.4043 -3.9187 -0.03
C 2.1098 4.1050 -4.3552 -0.28
C 1.8368 3.6192 -5.6329 -0.01
C 2.4282 2.4196 -5.9906 -0.14
N 3.2385 1.7530 -5.1777 0.08
C 3.4519 2.3019 -3.9827 -0.18
N 2.9218 3.4323 -3.5343 0.15
H 3.4149 5.3272 1.5187 0.11
H 1.9228 3.3969 1.9903 0.10
H 0.2580 3.5969 -1.7638 0.12
H 3.2416 6.4651 -0.6925 0.12
H 1.1337 6.8823 -2.5238 0.11
H 1.2412 6.0513 -4.7266 0.11
H 1.1866 4.1561 -6.3102 0.11
H 2.2564 1.9774 -6.9664 0.11
H 4.1222 1.7822 -3.3052 0.11
```

Properties
**HOMO (spin up / spin down)**: -7.9 / -7.9 eV
**Relative energy (zero: lowest compared OMol25 entry of this formula, charge and spin)**: 297.96 kJ/mol
**Multiplicity**: 1

---

# 4
Here is a molecular structure, C28H28BrCeF6IN10O3S2 in a non-equilibrium geometry from the Open Molecules 2025 dataset. Energies are from ωB97M-V/def2-TZVPD.

```
80
Properties=species:S:1:pos:R:3:lowdin_charge:R:1
Ce -0.0809 -0.1646 0.3852 0.64
N 0.8621 3.8442 2.7007 0.15
C 1.6621 3.1173 3.5516 -0.03
C 1.6263 1.8381 3.0963 -0.10
N 0.8245 1.7651 1.9764 0.02
C 0.3743 2.9857 1.7812 -0.25
C -0.5853 3.2471 0.7200 -0.25
N -1.0317 2.2575 -0.0216 0.03
C -1.9336 2.8175 -0.8984 -0.07
C -2.0213 4.1542 -0.6684 -0.03
N -1.1585 4.4170 0.3711 0.15
H 0.6812 4.8310 2.7772 0.17
H 2.1727 3.5720 4.3801 0.13
H 2.1272 0.9788 3.5014 0.12
H -2.4510 2.2359 -1.6401 0.11
H -2.5974 4.9297 -1.1385 0.13
H -0.9795 5.3298 0.7547 0.17
F 2.3306 3.3293 -3.4469 0.14
C 2.1036 2.2385 -4.1902 -0.59
F 2.0569 2.6176 -5.4716 0.16
F 3.1839 1.4224 -4.0586 0.11
C 0.8331 1.5270 -3.7797 -0.11
C -0.1622 1.3103 -4.7048 0.03
C -1.3199 0.6292 -4.3304 -0.01
C -1.4234 0.1832 -3.0335 -0.14
N -0.4512 0.3906 -2.1258 -0.09
C 0.6551 1.0542 -2.4681 -0.64
S 1.7951 1.2705 -1.1554 0.77
H -0.0416 1.6717 -5.7173 0.14
H -2.1211 0.4504 -5.0321 0.12
H -2.3031 -0.3422 -2.6967 0.06
Br -4.4084 -4.3662 -2.8136 0.77
C -4.8786 -2.6635 -2.1720 -0.74
C -6.1432 -2.1815 -2.4996 -0.11
C -6.5526 -0.9346 -2.0633 -0.06
C -5.7064 -0.1562 -1.2875 -0.07
C -4.4470 -0.6270 -0.9490 -0.15
C -4.0311 -1.8771 -1.3949 -0.69
I -2.1291 -2.5491 -0.9345 1.26
H -6.8000 -2.7946 -3.1002 0.11
H -7.5369 -0.5762 -2.3289 0.12
H -6.0283 0.8157 -0.9398 0.11
H -3.8015 -0.0259 -0.3227 0.08
C -3.5729 0.6169 3.3970 0.02
O -2.1058 0.4478 3.4784 -0.04
C -1.4670 0.1540 2.3814 -0.39
O -2.0741 0.0123 1.2872 -0.21
H -3.8784 0.8569 4.4081 0.10
H -4.0111 -0.3140 3.0498 0.10
H -3.7836 1.4348 2.7142 0.10
N 3.7494 -1.5983 -1.9286 0.16
C 2.4857 -1.7633 -2.2851 -0.84
N 2.1148 -1.5050 -3.5321 0.15
S 1.3173 -2.3877 -1.1708 0.64
H 4.4406 -1.1972 -2.5434 0.13
H 4.0042 -1.7623 -0.9701 0.10
H 2.7448 -1.1496 -4.2338 0.13
H 1.1648 -1.7104 -3.7908 0.11
N -1.2679 -4.0116 2.5016 0.22
C -0.5761 -2.8708 2.6093 -0.60
N -0.3096 -2.3773 3.8288 0.23
O -0.1565 -2.2941 1.5730 -0.26
H -1.5741 -4.5393 3.3008 0.13
H -1.4095 -4.4013 1.5855 0.10
H -0.7607 -2.7480 4.6483 0.13
H 0.0278 -1.4311 3.8807 0.11
F 6.9914 -0.8427 3.3018 0.17
C 6.5062 -1.6991 2.3905 -0.58
F 7.2622 -1.5973 1.2832 0.16
F 6.6297 -2.9407 2.8692 0.16
C 5.0630 -1.3655 2.0653 -0.09
C 4.7389 -0.0920 1.6229 0.04
C 3.4211 0.1848 1.3189 -0.18
N 2.4319 -0.7190 1.4106 -0.01
C 2.7643 -1.9388 1.8427 -0.12
C 4.0589 -2.3033 2.1854 0.04
H 5.4895 0.6793 1.5179 0.14
H 3.1450 1.1733 0.9851 0.06
H 1.9690 -2.6645 1.8811 0.09
H 4.2631 -3.3087 2.5242 0.13
```

Properties
**Charge**: +2
**HOMO (spin up / spin down)**: -13.0 / -13.0 eV
**Relative energy (zero: lowest compared OMol25 entry of this formula, charge and spin)**: 24.39 kJ/mol
**Multiplicity**: 1

---

# 5
Here is a gas-phase ion, C4H11NP (charge +1) in a non-equilibrium geometry from the Open Molecules 2025 dataset. Energies are from ωB97M-V/def2-TZVPD.

```
17
Properties=species:S:1:pos:R:3:lowdin_charge:R:1
H 3.7717 -0.1252 -1.9034 -0.15
P 3.1911 0.0770 -0.7064 0.87
C 1.6547 0.2996 -1.2819 -0.45
C 0.4067 0.8972 -0.0827 -0.14
N -0.6857 -0.0888 0.0797 -0.21
C -0.5053 -1.4808 0.6166 0.02
C -1.7426 0.6828 0.7410 0.01
H 1.0713 0.4242 -2.1966 0.03
H -0.0439 1.8328 -0.4495 0.11
H 0.9634 1.0899 0.8666 0.12
H -1.0037 -0.3318 -0.8406 0.16
H -0.7673 -2.2446 -0.0661 0.09
H 0.5237 -1.7288 0.8668 0.10
H -1.0093 -1.6946 1.5923 0.13
H -2.5423 0.0223 0.8774 0.10
H -1.4757 0.8777 1.7774 0.13
H -1.8067 1.4911 0.1095 0.08
```

Properties
**Charge**: +1
**HOMO**: -13.9 eV
**Relative energy (zero: lowest compared OMol25 entry of this formula, charge and spin)**: 290.63 kJ/mol
**SMILES string**: [H]/P=C/C[NH+](C)C
**Multiplicity**: 1